ORCA calculation (wB97M-V/def2-TZVPD) on 40 unconnected molecules or ions with the total composition H80O40 in a non-equilibrium geometry.

The calculation puts the max |F| at 14.23 eV/A. The energy above the lowest of the compared OMol25 structures with the same formula, charge and spin comes out at 16.953 eV. The calculation puts the calculated total energy at -3057.1343 a.u. The LUMO energy comes out at -0.3666 eV.

Structure (ORCA input):
```
! wB97M-V def2-TZVPD RIJCOSX def2/J DEFGRID3
* xyz 0 1
H -6.73 -0.08 0.30
H -6.84 -0.37 -1.30
O -6.57 -0.64 -0.40
H 1.99 -3.55 1.94
H 3.62 -3.72 2.33
O 2.98 -3.58 1.49
H -1.44 -0.75 -0.84
H -0.71 0.47 -0.07
O -0.75 -0.03 -0.87
H -1.88 -3.74 -0.18
H -1.61 -2.52 0.99
O -1.82 -2.71 -0.03
H -3.52 1.70 2.38
H -4.62 0.78 3.11
O -3.98 1.56 3.29
H 1.28 -1.35 4.63
O 0.78 -2.11 4.97
H 1.08 4.30 -0.55
O 1.35 4.65 0.24
H 3.23 0.48 0.00
H 2.96 1.97 -0.27
O 2.61 1.08 0.05
H 0.37 0.66 3.96
H 1.67 1.43 3.87
O 1.32 0.58 4.24
H 5.76 0.88 1.35
H 4.96 2.09 0.98
O 5.76 1.83 1.32
H -0.84 -4.47 3.20
H -2.07 -4.37 4.03
O -1.66 -4.84 3.30
H -2.85 3.82 -2.21
O -3.20 4.80 -2.25
H 2.01 0.49 -2.40
H 2.77 1.66 -1.87
O 2.20 1.35 -2.59
H 1.77 -2.13 2.25
H 0.77 -1.59 1.26
O 0.81 -1.83 2.23
H -0.15 1.32 1.99
H -1.34 0.47 2.72
O -0.95 0.92 1.88
H -0.27 -6.09 1.42
H -0.14 -5.34 -0.15
O -0.25 -5.39 0.86
H -3.28 -3.55 1.22
H -3.65 -4.83 0.62
O -3.94 -3.94 0.66
H -1.05 -1.10 -3.27
H 0.19 -0.30 -2.63
O -0.14 -0.81 -3.48
H -3.36 3.03 -4.40
O -2.55 3.41 -4.82
H 3.41 0.02 -6.08
H 2.92 0.35 -4.59
O 3.49 -0.10 -5.21
H -3.70 2.01 -1.75
O -4.29 2.63 -1.95
H 3.31 4.76 2.07
H 4.25 3.95 2.96
O 4.13 4.22 2.03
H 0.63 5.12 -2.03
H -0.31 4.09 -2.76
O 0.64 4.46 -2.76
H 4.01 2.68 -4.19
H 3.76 3.45 -2.89
O 4.28 2.84 -3.21
H -0.27 -0.81 5.36
H -1.48 -1.02 6.37
O -0.71 -0.40 6.15
H -3.76 -1.13 -0.18
H -3.79 -0.80 -1.76
O -3.61 -0.36 -0.91
H -2.15 5.80 -0.10
H -1.50 5.26 1.20
O -1.37 5.58 0.34
H 2.08 -4.30 -2.29
H 1.94 -4.35 -0.71
O 1.90 -4.76 -1.42
H 1.61 -2.47 -4.82
H 0.93 -2.96 -3.60
O 1.85 -2.83 -3.86
H -2.68 1.16 4.34
H -3.41 -0.09 5.21
O -2.74 0.16 4.62
H 1.27 -1.52 -1.03
H 0.69 -3.01 -0.41
O 1.36 -2.40 -0.30
H -1.89 1.27 -2.70
O -1.80 2.25 -2.77
H 5.26 -0.24 -0.43
H 4.97 -1.53 0.41
O 5.28 -0.63 0.46
H -2.66 4.34 -4.79
H 1.30 -2.41 5.69
H -4.44 3.20 -1.19
H 0.84 5.50 0.02
H -4.03 4.49 -2.70
H -0.97 2.34 -3.30
O 4.88 -3.45 -1.82
H 4.83 -4.38 -1.50
H 4.19 -3.00 -1.48
O -1.89 -1.51 2.38
H -1.01 -1.39 2.74
H -2.33 -1.14 3.00
O -1.53 -4.69 -1.86
H -0.73 -4.75 -2.50
H -1.53 -3.73 -1.79
O 4.66 0.07 -2.21
H 5.36 0.50 -2.63
H 4.37 -0.36 -3.08
O 2.03 2.46 2.44
H 2.66 2.88 1.94
H 1.42 2.27 1.73
O -5.49 -1.38 -2.55
H -5.96 -0.59 -2.72
H -5.94 -2.32 -2.66
O -2.46 3.47 2.30
H -2.96 3.89 3.02
H -1.58 3.73 2.34
*
```



ORCA calculation (wB97M-V/def2-TZVPD) on a molecular structure, C17H35AsMoOSiTe2.

The calculation puts the max |F| at 0.92 eV/A. The energy above the lowest of the compared OMol25 structures with the same formula, charge and spin comes out at 0.000 eV. The calculation puts the calculated total energy at -3872.9619 a.u. The LUMO energy (alpha / beta) comes out at -8.1887 / -7.4391 eV. As for the expectation value of S²: 2.46.

Structure (ORCA input):
```
! wB97M-V def2-TZVPD RIJCOSX def2/J DEFGRID3
* xyz 2 3
Mo -0.93 -0.47 0.22
C -2.05 -4.53 -1.30
Si -1.36 -4.01 0.33
C -2.56 -4.25 1.73
C 0.36 -4.62 0.67
O -1.20 -2.28 0.23
H -2.48 -5.53 -1.21
H -1.28 -4.58 -2.08
H -2.84 -3.87 -1.63
H -2.16 -4.95 2.47
H -3.51 -4.65 1.37
H -2.76 -3.31 2.26
H 0.33 -5.50 1.32
H 0.97 -3.87 1.18
H 0.88 -4.93 -0.25
C 0.89 -2.29 -2.61
Te 1.46 -0.66 -1.37
C 1.35 0.73 -2.97
H -0.17 -2.24 -2.85
H 1.12 -3.22 -2.08
H 1.49 -2.22 -3.51
H 2.08 0.39 -3.70
H 1.62 1.71 -2.60
H 0.35 0.72 -3.40
C 5.56 3.83 -1.15
C 4.19 3.37 -0.74
C 3.04 3.94 -1.30
C 1.77 3.55 -0.91
C 0.55 4.21 -1.52
C 1.66 2.55 0.05
Te -0.29 2.07 0.71
C 2.78 1.96 0.66
C 2.67 0.94 1.76
C 4.03 2.39 0.23
H 5.52 4.47 -2.03
H 6.21 2.98 -1.37
H 6.03 4.40 -0.34
H 3.14 4.71 -2.05
H 0.83 4.82 -2.37
H 0.05 4.86 -0.80
H -0.19 3.48 -1.87
H 1.90 0.19 1.57
H 2.43 1.42 2.71
H 3.62 0.41 1.90
H 4.91 1.95 0.68
C -3.67 2.18 1.71
As -3.18 0.32 1.54
C -4.73 -0.57 0.83
C -3.03 -0.27 3.38
H -4.64 2.23 2.19
H -3.73 2.65 0.73
H -2.94 2.70 2.32
H -5.54 -0.49 1.55
H -4.50 -1.62 0.65
H -5.03 -0.10 -0.11
H -4.01 -0.20 3.85
H -2.33 0.38 3.90
H -2.68 -1.29 3.42
*
```



ORCA calculation (wB97M-V/def2-TZVPD) on C5H6ClNO in the gas phase in a non-equilibrium geometry.

The calculation puts the max |F| at 2.29 eV/A. The energy above the lowest of the compared OMol25 structures with the same formula, charge and spin comes out at 0.957 eV. The calculation puts the calculated total energy at -784.2866 a.u. The LUMO energy comes out at 0.8699 eV. The SMILES is Cc1occ(Cl)c1N.

Structure (ORCA input):
```
! wB97M-V def2-TZVPD RIJCOSX def2/J DEFGRID3
* xyz 0 1
C -0.16 -1.45 2.58
C -0.26 -0.74 1.24
C -1.43 -0.28 -0.57
C -0.19 0.25 -0.77
C 0.57 0.03 0.46
H 0.85 -1.42 2.96
H -0.81 -0.90 3.32
H -0.59 -2.46 2.55
H -2.29 -0.39 -1.19
H 2.35 0.47 1.49
H 2.08 1.23 -0.02
N 1.83 0.48 0.61
O -1.47 -0.91 0.63
Cl 0.36 1.21 -2.12
*
```



ORCA calculation (wB97M-V/def2-TZVPD) on 2 unconnected molecules or ions with the total composition C4H8NO2 in a non-equilibrium geometry.

The calculation puts the max |F| at 3.56 eV/A. The energy above the lowest of the compared OMol25 structures with the same formula, charge and spin comes out at 5.887 eV. The calculation puts the calculated total energy at -362.3079 a.u. The LUMO energy (alpha / beta) comes out at 4.1108 / 4.1108 eV.

Structure (ORCA input):
```
! wB97M-V def2-TZVPD RIJCOSX def2/J DEFGRID3
* xyz -1 1
C -0.68 -2.84 1.46
C 0.35 -1.94 1.11
C 0.75 2.83 -0.97
C 0.40 1.46 -0.37
N -0.44 0.88 -1.18
O -1.11 -0.19 -0.82
O -0.95 -4.00 1.30
H -1.40 -2.26 2.08
H -0.08 -1.16 0.27
H 1.28 -2.45 0.85
H 0.54 -1.20 1.92
H 1.73 3.11 -1.38
H 0.36 3.45 -0.18
H 0.06 3.10 -1.91
H -0.80 1.23 -2.17
*
```



ORCA calculation (wB97M-V/def2-TZVPD) on a molecular structure, C19H8BrCl5N5ORuS3 in a non-equilibrium geometry.

The calculation puts the max |F| at 2.14 eV/A. The energy above the lowest of the compared OMol25 structures with the same formula, charge and spin comes out at 0.164 eV. The calculation puts the calculated total energy at -7241.9956 a.u. The LUMO energy (alpha / beta) comes out at -4.2035 / -6.2012 eV. As for the expectation value of S²: 6.04.

Structure (ORCA input):
```
! wB97M-V def2-TZVPD RIJCOSX def2/J DEFGRID3
* xyz 1 5
Ru 0.67 -0.29 -0.22
S 2.57 0.54 -1.34
C 1.85 1.64 -2.44
C 2.78 2.54 -3.05
N 3.53 3.29 -3.43
C 0.49 1.73 -2.72
S -0.72 0.80 -1.94
C 0.02 2.74 -3.58
N -0.44 3.54 -4.28
O -4.67 -1.59 2.97
C -3.55 -1.33 2.30
C -3.41 -0.24 1.42
C -2.22 -0.05 0.79
N -1.15 -0.87 0.90
C -1.30 -1.87 1.78
Br 0.18 -2.98 2.01
C -2.45 -2.16 2.48
H -5.37 -0.95 2.84
H -4.22 0.47 1.33
H -2.05 0.74 0.09
H -2.52 -3.04 3.13
Cl 3.56 -1.95 0.44
C 2.51 -2.70 -0.71
C 1.30 -2.14 -0.98
C 0.50 -2.85 -1.88
Cl -1.15 -2.33 -2.08
C 0.91 -3.99 -2.53
Cl -0.03 -4.66 -3.78
C 2.16 -4.53 -2.22
Cl 2.71 -5.91 -3.05
C 2.97 -3.88 -1.28
Cl 4.47 -4.52 -0.89
S 1.61 0.60 2.08
C 0.84 2.09 1.85
N 0.84 3.05 2.78
C 0.19 4.22 2.60
C -0.55 4.45 1.46
C -0.57 3.38 0.57
N 0.09 2.25 0.74
H 1.49 2.91 3.56
H 0.31 5.02 3.33
H -1.03 5.37 1.28
H -1.16 3.43 -0.34
*
```



ORCA calculation (wB97M-V/def2-TZVPD) on 4 unconnected molecules or ions with the total composition C12H35N3O4 in a non-equilibrium geometry.

The calculation puts the max |F| at 1.15 eV/A. The energy above the lowest of the compared OMol25 structures with the same formula, charge and spin comes out at 0.475 eV. The calculation puts the calculated total energy at -943.3781 a.u. The LUMO energy comes out at 0.6795 eV. The SMILES is COC[C@H](C)N.COC[C@H](C)N.COC[C@H](C)N.O.

Structure (ORCA input):
```
! wB97M-V def2-TZVPD RIJCOSX def2/J DEFGRID3
* xyz 0 1
O 0.17 0.30 0.31
H 0.94 -0.15 -0.07
H 0.53 0.86 1.00
C -3.00 -3.89 0.46
C -1.99 -2.83 0.09
C -1.24 -3.15 -1.21
O -0.89 -4.51 -1.27
C -0.26 -4.83 -2.48
N -2.61 -1.51 0.03
H -3.82 -3.91 -0.28
H -3.49 -3.65 1.41
H -2.54 -4.86 0.60
H -1.24 -2.79 0.89
H -0.34 -2.52 -1.21
H -1.88 -2.84 -2.05
H -0.91 -4.64 -3.34
H -0.07 -5.91 -2.49
H 0.69 -4.30 -2.60
H -3.27 -1.51 -0.75
H -1.88 -0.85 -0.24
C 3.27 -0.23 -4.27
C 3.12 -0.82 -2.90
C 3.26 0.29 -1.87
O 3.06 -0.21 -0.58
C 3.47 0.67 0.42
N 1.82 -1.46 -2.78
H 3.02 -0.94 -5.06
H 4.29 0.10 -4.48
H 2.60 0.62 -4.43
H 3.95 -1.53 -2.72
H 2.49 1.05 -2.10
H 4.23 0.78 -1.99
H 2.84 1.57 0.45
H 4.51 1.00 0.28
H 3.41 0.18 1.39
H 1.64 -1.87 -1.88
H 1.69 -2.15 -3.51
C -0.61 3.88 1.30
C -1.36 2.85 2.12
C -1.98 3.45 3.37
O -1.00 4.20 4.06
C -1.44 4.66 5.31
N -2.43 2.29 1.32
H -0.28 3.47 0.34
H 0.25 4.27 1.84
H -1.28 4.72 1.08
H -0.65 2.06 2.40
H -2.34 2.66 4.03
H -2.80 4.09 3.04
H -0.58 4.96 5.89
H -1.99 3.88 5.86
H -2.14 5.51 5.22
H -2.15 2.10 0.36
H -2.77 1.40 1.68
*
```